C13H16InN2OS2SbSe4Si as an isolated structure in a non-equilibrium geometry, computed with ωB97M-V/def2-TZVPD.

Summary:
* electronic energy: -321417.435 eV
* charge: -2
* HOMO level: -0.61 eV
* LUMO level: 3.805 eV
* relative energy (zero: lowest compared OMol25 entry of this formula, charge and spin): 0.0 kcal per mole
* HOMO-LUMO gap: 0.1623 Ha

Each line ends with the Löwdin charge.
Positions of all 41 atoms, in Å:
1 Sb -4.064 -1.958 -1.160  -0.41
2 In -2.115 0.403 0.789  0.04
3 Se -4.020 -4.399 -0.915  -0.39
4 Se -1.833 -1.286 -1.988  -0.16
5 Se -4.660 -0.823 1.069  -0.11
6 Se -5.565 -1.234 -2.982  -0.41
7 S -0.531 -1.320 1.608  0.61
8 S -2.528 2.376 2.354  0.66
9 Si 2.404 -3.012 0.234  0.57
10 O -2.194 2.018 -0.554  -0.24
11 N -2.345 3.269 -0.153  -0.18
12 N 0.415 0.716 0.322  -0.02
13 C 2.600 1.010 -0.540  -0.11
14 C 1.321 1.469 -0.335  -0.12
15 C -2.580 5.951 0.579  -0.10
16 C 1.978 -1.154 0.379  -0.22
17 C -2.524 4.990 1.554  -0.09
18 C 3.321 -3.765 1.791  -0.19
19 C 3.652 -3.221 -1.158  -0.20
20 C -2.573 5.535 -0.760  -0.08
21 C 2.916 -0.287 -0.202  -0.12
22 C -2.390 3.606 1.181  -0.63
23 C 0.840 -4.024 -0.080  -0.19
24 C -2.374 4.214 -1.136  0.01
25 C 0.722 -0.531 0.730  -0.77
26 H -2.774 6.989 0.792  0.10
27 H 1.037 2.480 -0.559  0.10
28 H 3.347 1.721 -0.907  0.09
29 H 3.937 -0.614 -0.396  0.09
30 H 0.203 -3.516 -0.799  0.00
31 H 3.811 -4.292 -1.341  0.03
32 H 3.004 -3.302 2.736  0.02
33 H 4.427 -3.644 1.721  0.02
34 H 3.399 -2.739 -2.093  0.03
35 H 4.640 -2.844 -0.860  0.02
36 H -2.707 6.253 -1.566  0.10
37 H 1.124 -5.018 -0.502  0.04
38 H 0.286 -4.226 0.834  0.02
39 H -2.245 3.838 -2.146  0.15
40 H 3.150 -4.831 1.870  0.00
41 H -2.511 5.202 2.590  0.08



A 2-piece molecular cluster, C5H8NO5S overall in a non-equilibrium geometry, computed with ωB97M-V/def2-TZVPD.

Summary:
* electronic energy: -27877.293 eV
* charge: -1
* HOMO level: -4.85 eV
* LUMO level: 3.550 eV
* relative energy (zero: lowest compared OMol25 entry of this formula, charge and spin): 37.4 kcal per mole
* HOMO-LUMO gap: 0.3088 Ha

Each line ends with the Löwdin charge.
Positions of all 20 atoms, in Å:
1 S 2.081 0.132 -0.405  0.47
2 O 1.444 -1.392 1.686  0.09
3 O -0.119 1.489 1.487  0.05
4 O 3.278 -0.551 -0.895  -0.35
5 O 1.200 0.439 -1.540  -0.36
6 O 2.389 1.339 0.416  -0.37
7 N -0.857 2.432 -0.531  0.14
8 C 1.309 -1.231 0.521  -0.51
9 C -1.801 0.409 0.433  -0.06
10 C -2.842 -0.328 0.618  -0.04
11 C -0.943 1.405 0.409  -0.46
12 C 0.632 -2.128 -0.460  -0.05
13 H 0.456 -3.131 -0.071  0.08
14 H 1.420 -2.212 -1.213  0.08
15 H -1.493 2.203 -1.284  0.10
16 H 0.753 1.781 1.290  0.04
17 H 0.010 2.517 -0.902  0.03
18 H -3.654 0.018 1.205  0.02
19 H -3.030 -1.391 0.203  0.07
20 H -0.233 -1.796 -0.970  0.06



An isolated molecule of C10H19N3O4 in a non-equilibrium geometry, computed with ωB97M-V/def2-TZVPD.

Summary:
* SMILES: CNC(=O)[C@H](NC(=O)[C@@H](C)NC(C)=O)[C@@H](C)O
* electronic energy: -23339.941 eV
* charge: 0
* HOMO level: -9.66 eV
* LUMO level: 0.695 eV
* relative energy (zero: lowest compared OMol25 entry of this formula, charge and spin): 18.5 kcal per mole
* HOMO-LUMO gap: 0.3806 Ha

Each line ends with the Löwdin charge.
Positions of all 36 atoms, in Å:
1 O 0.585 2.038 -2.417  -0.01
2 O -2.060 0.438 0.968  0.04
3 O 0.131 -3.020 0.893  0.07
4 O 1.808 -0.430 -1.868  0.03
5 N 1.677 -1.596 1.647  0.08
6 N 0.268 -0.054 -0.266  0.15
7 N -3.300 0.510 -0.856  0.04
8 C 0.679 -2.487 1.836  -0.54
9 C -2.100 0.470 -0.266  -0.44
10 C -3.643 0.485 -2.311  -0.04
11 C 3.529 -0.447 0.605  -0.05
12 C -0.136 2.950 -0.255  -0.02
13 C 2.336 -1.300 0.354  -0.25
14 C 1.412 -0.583 -0.699  -0.40
15 C 0.157 -2.615 3.269  0.00
16 C -0.797 0.584 -1.069  -0.15
17 C -0.446 2.005 -1.443  -0.38
18 H -1.050 3.084 0.350  0.09
19 H -0.784 -3.174 3.322  0.09
20 H -1.342 2.480 -1.910  0.14
21 H 2.631 -2.243 -0.085  0.15
22 H 0.229 3.910 -0.589  0.07
23 H -0.953 0.002 -1.979  0.16
24 H 4.120 -0.258 -0.292  0.09
25 H 1.144 1.285 -2.227  0.04
26 H 0.053 -0.237 0.706  0.12
27 H 4.214 -0.928 1.345  0.10
28 H -2.972 1.081 -2.920  0.07
29 H 2.060 -1.106 2.414  0.12
30 H 3.224 0.488 1.036  0.08
31 H -0.034 -1.637 3.711  0.08
32 H -3.553 -0.548 -2.638  0.08
33 H 0.952 -3.061 3.907  0.09
34 H 0.675 2.585 0.364  0.07
35 H -4.669 0.869 -2.450  0.09
36 H -4.044 0.459 -0.188  0.14



An isolated ion of composition C4H11N2O and charge -1 in a non-equilibrium geometry, computed with ωB97M-V/def2-TZVPD.

Summary:
* SMILES: NCCNCC[O-]
* electronic energy: -9351.905 eV
* charge: -1
* HOMO level: -2.32 eV
* LUMO level: 4.128 eV
* relative energy (zero: lowest compared OMol25 entry of this formula, charge and spin): 59.6 kcal per mole
* HOMO-LUMO gap: 0.2369 Ha

Each line ends with the Löwdin charge.
Positions of all 18 atoms, in Å:
1 O -1.833 -0.493 -1.875  -0.47
2 N -0.316 0.695 0.695  -0.12
3 N 2.242 -0.276 0.360  -0.05
4 C -1.256 1.191 -0.336  -0.26
5 C 1.309 -1.056 1.154  -0.30
6 C -0.962 0.703 -1.709  -0.41
7 C -0.215 -0.719 0.740  -0.24
8 H 1.415 -2.115 1.069  0.07
9 H 0.163 0.373 -1.818  0.09
10 H -2.202 0.975 0.163  0.10
11 H -1.018 1.393 -2.540  0.06
12 H -1.037 -1.204 1.318  0.11
13 H 1.530 0.167 -0.329  0.06
14 H -1.209 2.262 -0.210  0.08
15 H -0.534 1.045 1.579  0.08
16 H -0.325 -1.075 -0.272  0.08
17 H 1.469 -0.914 2.227  0.07
18 H 2.781 -0.952 -0.215  0.05